(1)
Entry from the Open Molecules 2025 dataset: one molecule with the formula C3H8N2OS in a non-equilibrium geometry (the ωB97M-V functional and the def2-TZVPD basis).

Element x y z (Å)
C -0.932 1.373 -0.670
C 0.434 1.132 0.149
C 0.976 -1.500 -0.429
N -1.841 0.383 -0.730
N 0.892 -2.109 0.839
O 1.908 0.422 -1.891
S 1.859 0.017 -0.506
H -1.212 2.306 -0.116
H -0.669 1.686 -1.738
H 1.062 1.937 0.444
H 0.275 0.765 1.136
H 1.039 -2.213 -1.133
H -1.906 0.167 0.254
H 0.533 -1.521 1.570
H 0.290 -2.914 0.765

Its multiplicity is 3. As for the total energy: -19097.9734 eV. As for the charge: 0.

Atom charges from the Mulliken analysis, given in e for atoms 1 to 5: atom 1 (C): -0.33, atom 2 (C): -0.95, atom 3 (C): -0.38, atom 4 (N): -0.48, atom 5 (N): -0.49

***

(2)
Entry from the Open Molecules 2025 dataset: one molecule with the formula C3H8N2S in a non-equilibrium geometry (the ωB97M-V functional and the def2-TZVPD basis).

Element x y z (Å)
C 1.086 -0.454 -1.806
N 0.122 -1.079 -1.267
N -0.068 -1.312 0.060
C 0.353 -0.306 0.969
C -0.635 0.892 1.151
S -0.780 1.808 -0.301
H 1.671 0.271 -1.157
H 1.117 -0.386 -2.944
H -1.147 -1.506 0.201
H 0.588 -0.677 1.979
H 1.208 0.145 0.386
H -0.322 1.445 2.069
H -1.614 0.472 1.515
H -1.578 0.687 -0.854

As for the total energy: -17053.2263 eV. Its SMILES is C=NNCCS. As for the charge: 0.

Atom charges from the Mulliken analysis, given in e for atoms 1 to 5: atom 1 (C): -0.25, atom 2 (N): -0.47, atom 3 (N): -0.05, atom 4 (C): -0.47, atom 5 (C): -0.56

***

(3)
Entry from the Open Molecules 2025 dataset: one molecule with the formula C3H8N2S in a non-equilibrium geometry (the ωB97M-V functional and the def2-TZVPD basis).

Element x y z (Å)
C -0.243 -0.859 0.554
C -1.232 0.130 -0.152
C 1.026 -1.063 -0.312
N -0.731 1.483 0.266
N 0.553 1.803 -0.123
S 2.513 0.155 0.036
H 0.207 -0.587 1.425
H -0.862 -1.724 0.626
H -1.319 0.203 -1.288
H -2.180 0.140 0.318
H 1.630 -2.029 -0.113
H 0.906 -0.997 -1.340
H -0.917 1.796 1.192
H 0.649 1.548 -1.089

As for the total energy: -17052.0069 eV. As for the charge: 0.

Atom charges from the Mulliken analysis, given in e for atoms 1 to 5: atom 1 (C): -0.49, atom 2 (C): -0.58, atom 3 (C): -0.83, atom 4 (N): 0.01, atom 5 (N): -0.63

***

(4)
Entry from the Open Molecules 2025 dataset: C3H8N2S2 as an isolated structure in a non-equilibrium geometry (the ωB97M-V functional and the def2-TZVPD basis).

Element x y z (Å)
C 1.487 0.695 0.025
C 0.693 -0.113 1.028
C -1.775 -0.084 -0.117
H 1.682 -0.573 -1.883
H 2.996 0.544 -1.137
H 2.135 1.072 0.899
H 0.976 1.356 -0.604
H 0.119 0.822 1.578
H 1.379 -0.546 1.741
H -3.930 -0.475 -0.114
H -3.020 -1.912 0.094
N 2.190 -0.205 -0.975
N -2.765 -0.901 -0.628
S -0.450 -1.167 0.186
S -1.718 1.488 -0.093

As for the total energy: -27886.9941 eV. As for the charge: 0.

Atom charges from the Mulliken analysis, given in e for atoms 1 to 5: atom 1 (C): -0.39, atom 2 (C): -0.69, atom 3 (C): 0.35, atom 4 (H): 0.24, atom 5 (H): 0.25

***

(5)
Entry from the Open Molecules 2025 dataset: an isolated ion of composition C3H8N3 and charge +1 in a non-equilibrium geometry (the ωB97M-V functional and the def2-TZVPD basis).

Element x y z (Å)
C 2.316 -0.289 0.122
C 0.171 0.873 -0.552
C -1.417 -0.900 0.344
N 2.033 -1.409 -0.259
N 1.477 0.741 0.377
N -0.466 -0.407 -0.565
H 3.249 -0.064 0.591
H -0.385 1.725 -0.117
H 0.440 1.232 -1.540
H -1.639 -0.084 1.049
H -2.303 -1.234 -0.174
H -1.002 -1.798 0.925
H 1.975 1.622 0.608
H -0.604 -0.868 -1.417

As for the total energy: -7699.7854 eV. As for the charge: +1.

Atom charges from the Mulliken analysis, given in e for atoms 1 to 5: atom 1 (C): 0.11, atom 2 (C): -0.40, atom 3 (C): -0.82, atom 4 (N): -0.16, atom 5 (N): -0.23

***

(6)
Entry from the Open Molecules 2025 dataset: a 2-piece molecular cluster, C3H8N3 overall in a non-equilibrium geometry (the ωB97M-V functional and the def2-TZVPD basis).

Element x y z (Å)
C 0.416 -0.875 0.017
C -0.632 1.490 0.028
C 0.733 1.630 0.528
N 0.235 0.353 0.167
N 1.427 -1.709 0.008
N -1.475 -1.804 -0.734
H -1.407 1.662 0.779
H -0.793 1.932 -1.068
H 1.359 2.024 -0.160
H 0.958 1.914 1.498
H 2.320 -1.266 -0.034
H 1.073 -2.545 -0.434
H -1.827 -2.117 0.149
H -1.823 -0.932 -1.112

As for the total energy: -7699.2387 eV. As for the charge: +1.

Atom charges from the Mulliken analysis, given in e for atoms 1 to 5: atom 1 (C): 0.39, atom 2 (C): -0.41, atom 3 (C): -0.44, atom 4 (N): 0.06, atom 5 (N): -0.34

***

(7)
Entry from the Open Molecules 2025 dataset: an isolated ion of composition C3H8N3 and charge +1 in a non-equilibrium geometry (the ωB97M-V functional and the def2-TZVPD basis).

Element x y z (Å)
H -1.770 0.061 -3.452
N -1.023 -0.193 -2.815
C -1.142 0.200 -1.620
C -0.106 -0.106 -0.524
N 0.881 -0.872 -0.918
N -0.275 0.398 0.667
C 0.588 0.212 1.812
H -1.991 0.784 -1.245
H 1.631 -1.197 -0.324
H 0.874 -1.145 -1.895
H -1.067 1.013 0.814
H 1.209 -0.672 1.696
H 1.226 1.086 1.950
H -0.027 0.092 2.704

As for the total energy: -7704.5275 eV. Its SMILES is [H]/N=C/C(N)=[NH+]/C. As for the charge: +1.

Atom charges from the Mulliken analysis, given in e for atoms 1 to 5: atom 1 (H): 0.30, atom 2 (N): -0.54, atom 3 (C): -0.05, atom 4 (C): 0.65, atom 5 (N): -0.32

***

(8)
Entry from the Open Molecules 2025 dataset: an isolated ion of composition C3H8N3 and charge +1 in a non-equilibrium geometry (the ωB97M-V functional and the def2-TZVPD basis).

Element x y z (Å)
N -0.285 -1.001 1.368
N 0.631 -0.250 0.529
C -0.180 1.321 0.094
C -0.436 1.094 -1.358
N 0.155 0.072 -1.813
C 0.831 -0.743 -0.851
H 0.060 -1.485 2.228
H -0.922 -1.808 0.910
H -0.951 -0.359 1.763
H 0.556 2.059 0.372
H -1.071 1.635 0.622
H -1.043 1.791 -1.856
H 0.654 -1.833 -1.163
H 2.002 -0.494 -0.846

As for the total energy: -7700.4057 eV. Its SMILES is [NH3+]N1CC=NC1. As for the charge: +1.

Atom charges from the Mulliken analysis, given in e for atoms 1 to 5: atom 1 (N): -0.34, atom 2 (N): -0.25, atom 3 (C): -0.50, atom 4 (C): 0.08, atom 5 (N): -0.41

***

What did the third record say?
Entry from the Open Molecules 2025 dataset: one molecule with the formula C3H8N2S in a non-equilibrium geometry (the ωB97M-V functional and the def2-TZVPD basis).

Element x y z (Å)
C -0.243 -0.859 0.554
C -1.232 0.130 -0.152
C 1.026 -1.063 -0.312
N -0.731 1.483 0.266
N 0.553 1.803 -0.123
S 2.513 0.155 0.036
H 0.207 -0.587 1.425
H -0.862 -1.724 0.626
H -1.319 0.203 -1.288
H -2.180 0.140 0.318
H 1.630 -2.029 -0.113
H 0.906 -0.997 -1.340
H -0.917 1.796 1.192
H 0.649 1.548 -1.089

As for the total energy: -17052.0069 eV. As for the charge: 0.

Atom charges from the Mulliken analysis, given in e for atoms 1 to 5: atom 1 (C): -0.49, atom 2 (C): -0.58, atom 3 (C): -0.83, atom 4 (N): 0.01, atom 5 (N): -0.63

***

> What is the charge in the eighth record?

+1